# 1
This record from OMol25 describes a structure of composition C22H44AlCl9LiN2O10P2 in a non-equilibrium geometry. The level of theory is the ωB97M-V functional and the def2-TZVPD basis.

Element x y z (Å)
1 C -4.975 2.600 -3.023
2 C -3.869 1.775 -3.689
3 C -2.920 1.135 -2.669
4 C -1.512 0.907 -3.260
5 N -0.598 2.013 -2.994
6 P 0.641 1.869 -1.717
7 Cl 1.995 3.251 -2.937
8 Cl 1.524 0.244 -2.912
9 C 0.080 3.452 -0.879
10 C -0.783 4.290 -1.750
11 O -1.034 5.654 -1.031
12 O -0.308 0.868 -0.768
13 C 0.199 0.446 0.496
14 C 0.005 -1.085 0.623
15 C -0.168 -1.900 -0.684
16 C 0.534 -3.220 -0.668
17 N 0.109 -4.179 0.326
18 O 1.405 -3.590 -1.440
19 C -0.745 1.177 1.502
20 Cl -0.692 0.393 3.110
21 C -2.189 1.425 1.047
22 C -3.055 0.241 0.695
23 Cl -3.056 2.203 2.442
24 C 1.666 1.016 0.566
25 C 2.047 2.123 1.607
26 C 2.134 1.858 3.109
27 C 3.556 1.996 3.647
28 Cl 3.951 3.680 4.129
29 P 2.981 -0.256 0.601
30 O 2.875 -1.224 -0.495
31 O 4.391 0.494 0.548
32 O 2.933 -1.030 2.020
33 O 1.942 1.702 -0.646
34 H -5.327 3.399 -3.675
35 H -5.853 2.004 -2.755
36 H -4.613 3.080 -2.111
37 H -3.262 2.477 -4.263
38 H -4.287 1.018 -4.352
39 H -3.311 0.176 -2.306
40 H -2.818 1.866 -1.863
41 H -1.652 0.859 -4.341
42 H -1.143 -0.079 -2.992
43 H -0.112 2.274 -3.841
44 H -0.444 3.293 0.063
45 H 0.982 4.015 -0.650
46 H -1.798 3.922 -1.874
47 H -0.319 4.568 -2.694
48 H -0.446 6.255 -1.513
49 H -0.883 -1.271 1.221
50 H 0.809 -1.545 1.196
51 H -1.222 -2.192 -0.769
52 H 0.092 -1.383 -1.604
53 H -0.195 -3.716 1.178
54 H -0.693 -4.677 -0.055
55 H -0.362 2.177 1.701
56 H -2.208 2.201 0.292
57 H -2.633 -0.250 -0.196
58 H -3.061 -0.502 1.495
59 H -4.075 0.583 0.512
60 H 1.409 2.986 1.430
61 H 3.035 2.431 1.264
62 H 1.715 0.907 3.420
63 H 1.561 2.678 3.623
64 H 3.690 1.388 4.539
65 H 4.310 1.724 2.910
66 H 4.970 -0.126 0.077
67 H 3.783 -0.952 2.468
68 Li -4.684 -0.761 -0.690
69 Cl -0.381 7.165 0.311
70 O 1.851 -2.851 4.809
71 C 2.615 -3.703 4.460
72 O 3.400 -4.374 5.346
73 C 4.289 -5.261 4.643
74 C 3.626 -5.508 3.295
75 C 2.911 -4.183 3.054
76 H 5.260 -4.770 4.543
77 H 4.414 -6.167 5.232
78 H 4.328 -5.778 2.508
79 H 2.895 -6.314 3.384
80 H 3.557 -3.465 2.550
81 H 1.989 -4.302 2.493
82 C -4.303 -1.928 -3.668
83 O -3.098 -1.920 -2.896
84 H -4.894 -1.054 -3.353
85 H -4.073 -1.862 -4.769
86 H -4.881 -2.841 -3.463
87 H -2.554 -2.664 -3.176
88 Al 1.662 -5.676 -1.524
89 Cl -2.461 -1.659 -5.962
90 Cl 3.839 -4.066 -0.884
91 Cl -0.009 4.027 3.315

Highest occupied orbital energy   -5.336 eV
Orbital gap   2.3 eV
DFT total energy   -6801.0228 a.u.
Charge   -1
LUMO energy   -3.0631 eV

These are the Löwdin partial charges, in e, on atoms 1 to 6: number 1, C, carries -0.109; number 2, C, carries -0.242; number 3, C, carries -0.207; number 4, C, carries -0.267; number 5, N, carries -0.180; number 6, P, carries 0.240

# 2
This record from OMol25 describes a structure of composition C22H34BaN8O3S in a non-equilibrium geometry. The level of theory is the ωB97M-V functional and the def2-TZVPD basis.

Element x y z (Å)
1 Ba -0.005 0.046 0.222
2 N -0.414 0.114 -2.485
3 C -0.231 1.574 -2.605
4 C -0.959 2.117 -3.849
5 C -0.729 3.577 -4.297
6 C 0.726 4.005 -4.586
7 N 1.466 4.310 -3.367
8 C 2.764 4.163 -3.171
9 N 3.608 3.964 -4.190
10 N 3.226 4.202 -1.917
11 C -0.707 2.206 -1.265
12 O -0.278 3.324 -0.940
13 O -1.440 1.485 -0.536
14 H -0.044 -0.345 -3.311
15 H -1.418 -0.058 -2.495
16 H 0.843 1.752 -2.691
17 H -2.028 1.977 -3.668
18 H -0.682 1.482 -4.695
19 H -1.163 4.261 -3.563
20 H -1.280 3.711 -5.226
21 H 0.698 4.894 -5.218
22 H 1.247 3.212 -5.132
23 H 0.913 4.309 -2.504
24 H 3.293 4.078 -5.138
25 H 4.601 3.958 -4.033
26 H 2.562 4.137 -1.159
27 H 4.203 4.121 -1.699
28 C -3.422 3.253 5.430
29 C -2.476 4.137 4.622
30 C -2.338 3.681 3.166
31 N -1.773 2.336 3.067
32 C -0.493 2.016 3.050
33 S 0.002 0.407 3.112
34 N 0.432 3.045 3.127
35 C 1.605 3.099 2.395
36 O 1.820 2.341 1.463
37 C 2.569 4.129 2.846
38 C 2.186 5.326 3.454
39 C 3.146 6.182 3.964
40 C 4.492 5.852 3.876
41 C 4.881 4.686 3.232
42 C 3.925 3.833 2.709
43 H -3.517 3.643 6.441
44 H -3.049 2.230 5.504
45 H -4.418 3.236 4.983
46 H -1.491 4.130 5.099
47 H -2.839 5.166 4.624
48 H -1.706 4.367 2.600
49 H -3.315 3.649 2.686
50 H -2.415 1.560 3.115
51 H 0.249 3.808 3.762
52 H 1.144 5.625 3.503
53 H 2.849 7.114 4.426
54 H 5.236 6.507 4.308
55 H 5.930 4.440 3.138
56 H 4.209 2.904 2.232
57 N -5.538 -3.781 0.925
58 C -4.365 -3.137 0.807
59 C -3.752 -2.508 1.907
60 C -2.566 -1.841 1.731
61 N -1.927 -1.735 0.553
62 C -2.505 -2.350 -0.491
63 C -3.685 -3.046 -0.423
64 H -5.986 -3.868 1.819
65 H -5.949 -4.258 0.143
66 H -4.214 -2.556 2.884
67 H -2.080 -1.375 2.579
68 H -1.975 -2.290 -1.437
69 H -4.091 -3.522 -1.306

Highest occupied orbital energy   -13.199 eV
Orbital gap   8.6 eV
DFT total energy   -1945.8930 a.u.
Charge   +2
Energy above the lowest of the compared OMol25 structures with the same formula, charge and spin   1.243 eV
LUMO energy   -4.5757 eV

These are the Löwdin partial charges, in e, on atoms 1 to 6: number 1, Ba, carries 1.926; number 2, N, carries -0.080; number 3, C, carries -0.330; number 4, C, carries -0.129; number 5, C, carries -0.146; number 6, C, carries -0.151

# 3
This record from OMol25 describes a cluster of 4 separate species, C14H38BFO14P3 in total in a non-equilibrium geometry. The level of theory is the ωB97M-V functional and the def2-TZVPD basis.

Element x y z (Å)
1 C 2.866 -0.560 5.404
2 C 1.853 0.153 4.515
3 F 2.383 0.378 3.211
4 B 1.237 1.490 5.232
5 C 2.216 2.820 5.106
6 C 2.983 3.132 6.390
7 O 4.335 3.561 6.031
8 C 5.177 3.650 7.036
9 O 4.897 3.690 8.215
10 H 3.561 0.122 5.884
11 H 3.406 -1.315 4.825
12 H 2.293 -1.090 6.157
13 H 1.018 -0.544 4.394
14 H 0.978 1.182 6.395
15 H 0.182 1.751 4.661
16 H 1.599 3.682 4.869
17 H 2.944 2.624 4.321
18 H 3.007 2.257 7.031
19 H 2.472 3.908 6.953
20 H 6.226 3.720 6.717
21 C -3.777 1.163 -1.373
22 O -3.436 1.679 -0.071
23 P -1.856 1.521 0.435
24 O -1.957 1.931 1.847
25 O -1.307 2.702 -0.536
26 C -1.732 4.030 -0.261
27 O -0.438 0.744 0.288
28 C -0.060 -0.194 1.324
29 H -4.788 1.489 -1.607
30 H -3.096 1.552 -2.137
31 H -3.748 0.073 -1.379
32 H -2.099 4.136 0.759
33 H -2.518 4.318 -0.963
34 H -0.876 4.688 -0.402
35 H -0.906 -0.801 1.640
36 H 0.351 0.344 2.173
37 H 0.713 -0.841 0.912
38 C 5.593 -0.210 -2.209
39 O 4.647 -1.288 -2.071
40 P 3.170 -1.122 -2.803
41 O 2.441 -2.279 -2.232
42 O 3.746 -1.384 -4.294
43 C 4.259 -2.677 -4.589
44 O 2.019 -0.151 -3.406
45 C 0.853 0.051 -2.588
46 H 6.546 -0.551 -1.812
47 H 5.725 0.062 -3.260
48 H 5.265 0.662 -1.643
49 H 3.899 -3.428 -3.886
50 H 5.351 -2.653 -4.567
51 H 3.934 -2.942 -5.593
52 H 1.116 0.197 -1.546
53 H 0.183 -0.801 -2.685
54 H 0.338 0.939 -2.950
55 C -2.465 -2.797 -3.858
56 O -3.519 -2.272 -3.021
57 P -5.069 -2.311 -3.596
58 O -5.764 -1.478 -2.586
59 O -5.242 -3.899 -3.380
60 C -5.238 -4.395 -2.043
61 O -6.090 -2.364 -4.864
62 C -6.744 -1.140 -5.226
63 H -1.554 -2.835 -3.266
64 H -2.701 -3.805 -4.207
65 H -2.307 -2.139 -4.713
66 H -5.455 -3.612 -1.317
67 H -4.268 -4.840 -1.819
68 H -6.002 -5.166 -1.975
69 H -6.067 -0.290 -5.187
70 H -7.586 -0.973 -4.560
71 H -7.115 -1.256 -6.243

Highest occupied orbital energy   -4.810 eV
Orbital gap   5.7 eV
DFT total energy   -2758.4647 a.u.
Charge   -1
Energy above the lowest of the compared OMol25 structures with the same formula, charge and spin   2.604 eV
LUMO energy   0.8994 eV

These are the Löwdin partial charges, in e, on atoms 1 to 6: number 1, C, carries -0.091; number 2, C, carries -0.405; number 3, F, carries -0.112; number 4, B, carries -0.465; number 5, C, carries -0.182; number 6, C, carries -0.199

What is the orbital gap in the first record? 2.3 eV